Molecular formula: C3H11N2O
Method: DFT, ωB97M-V/def2-TZVPD

Gap between HOMO and LUMO (eV): 10.23
Net charge: +1
E_LUMO (Eh): -0.126

XYZ file:
```
17
Properties=species:S:1:pos:R:3:forces:R:3:nbo_charge:R:1
C 2.0487 1.1023 -1.9088 0.416 0.048 0.309 -0.42
O -0.7970 0.8126 1.7515 -0.950 -1.305 -0.354 -0.53
H 2.3876 1.5781 -0.9492 -0.305 -0.591 -1.060 0.25
H 1.0926 -0.5876 -2.5271 0.212 -0.384 0.039 0.43
H -0.3310 0.3938 -0.9577 -0.004 -0.264 0.365 0.25
N 1.5198 -0.2819 -1.6536 0.215 0.585 0.220 -0.49
C -1.4593 -0.1882 1.9368 0.636 1.486 0.081 0.55
H 2.8311 1.0472 -2.6733 0.008 0.041 0.426 0.24
C 0.4591 -0.2608 -0.5869 0.656 -0.457 0.463 -0.43
H -1.9730 -1.9843 1.2782 0.038 0.562 -0.120 0.38
H -3.0691 -0.8800 0.9930 0.129 0.350 -0.292 0.41
H 0.1293 -1.3092 -0.4400 -0.031 0.889 -0.047 0.24
H 1.2132 1.6296 -2.3420 -0.150 0.472 0.103 0.23
N -2.0540 -1.0056 0.9514 -0.174 -0.871 -0.431 -0.91
H 2.2765 -0.9198 -1.3903 -0.190 0.059 -0.213 0.43
H 0.9306 0.1492 0.3399 -0.590 -0.354 -0.886 0.25
H -1.6638 -0.5251 2.9262 0.082 -0.265 1.395 0.11
```
Positions in Å, forces in eV/Å.

---

Molecular formula: C3H11N2O
Method: DFT, ωB97M-V/def2-TZVPD

Gap between HOMO and LUMO (eV): 10.81
Net charge: +1
E_LUMO (Eh): -0.123

XYZ file:
```
17
Properties=species:S:1:pos:R:3:forces:R:3:nbo_charge:R:1
C -1.1676 0.8607 -0.5721 0.489 -0.506 0.422 0.70
H -3.0600 0.1226 -0.0181 0.488 0.221 0.261 0.26
N -0.2053 1.8126 -0.2675 -1.054 0.137 -0.564 -0.83
H 0.5925 1.7071 -0.8813 0.144 0.080 0.152 0.40
H 3.1002 -1.8611 0.6773 0.291 0.077 -0.710 0.23
H 1.8712 -2.6350 -0.3126 -0.363 -0.082 0.252 0.24
H 1.5953 -0.2100 1.4404 0.224 -0.252 0.106 0.44
C 2.2338 -1.6749 0.0379 0.605 -0.844 0.845 -0.42
C -2.6276 1.0841 -0.3418 -0.652 -0.757 0.870 -0.75
H 0.4045 -0.7703 0.4744 -0.048 -0.235 -0.112 0.47
H -3.1419 1.1496 -1.2844 -0.047 0.793 -0.590 0.27
H 0.9933 -1.7546 1.7041 -0.003 0.115 0.148 0.44
H -0.5519 2.7646 -0.2447 0.149 -0.004 0.178 0.40
O -0.7833 -0.2460 -0.9451 0.319 -0.038 0.230 -0.67
N 1.2566 -1.0681 1.0009 -0.873 0.536 -1.245 -0.69
H -2.9442 1.8332 0.3987 0.382 0.061 -0.611 0.25
H 2.4341 -1.1145 -0.8659 -0.051 0.698 0.369 0.25
```
Positions in Å, forces in eV/Å.

---

Molecular formula: C3H11N2O
Method: DFT, ωB97M-V/def2-TZVPD

2S+1: 2
Gap between HOMO and LUMO (alpha / beta) (eV): 5.43 / 0.89
Net charge: +2
E_LUMO (alpha / beta) (Eh): -0.373 / -0.539

XYZ file:
```
17
Properties=species:S:1:pos:R:3:forces:R:3:nbo_charge:R:1
C -0.0423 0.2249 -1.3094 -0.251 -0.387 -0.428 0.39
H 3.4095 -1.6779 0.9113 0.067 -0.017 -0.487 0.30
H 0.9807 -1.3695 0.3543 0.195 -0.201 0.116 0.28
H -0.3486 2.1526 -1.9616 0.468 -0.109 -0.526 0.48
H -5.2383 -0.4390 2.7737 0.101 0.315 0.210 0.47
N 1.2656 0.2055 -0.9149 0.339 0.765 0.262 -0.27
H 3.9356 -0.3092 -0.1029 -0.244 -0.146 0.126 0.27
C 1.7610 -0.6446 0.1099 -0.778 0.240 -0.657 -0.23
O -4.7459 0.1557 3.3614 -0.128 -0.556 -0.152 -0.95
H -4.8824 -0.2413 4.2329 0.051 0.221 -0.095 0.48
H -1.5612 0.9899 -2.3277 -0.234 0.020 0.022 0.48
H -0.6154 -0.6640 -1.0774 -0.082 -0.225 -0.111 0.27
N -0.6191 1.1651 -1.9818 0.095 0.097 0.868 -0.52
C 3.2006 -1.1248 -0.0155 0.446 0.330 0.230 -0.61
H 1.9138 0.8925 -1.3327 -0.123 -0.156 0.152 0.47
H 1.7652 0.0611 1.0028 0.202 0.010 0.207 0.40
H 3.2890 -1.7205 -0.9360 -0.124 -0.199 0.262 0.29
```
Positions in Å, forces in eV/Å.

---

Molecular formula: C3H11N2O2
Method: DFT, ωB97M-V/def2-TZVPD

Gap between HOMO and LUMO (eV): 10.41
Net charge: +1
E_LUMO (Eh): -0.120

XYZ file:
```
18
Properties=species:S:1:pos:R:3:forces:R:3:nbo_charge:R:1
O 2.6635 -0.8330 -0.5356 -0.534 0.148 0.342 -0.98
N 0.1794 -1.7862 -0.8652 -0.666 0.360 -1.175 -0.70
N -1.5117 2.4974 0.9087 0.328 -0.082 -0.001 -0.80
C -0.8357 1.3329 1.0356 0.230 -0.015 0.305 0.68
C -0.7784 0.4478 -0.2210 -0.946 0.241 0.538 -0.54
H -1.9690 2.7615 0.0593 -0.009 0.076 -0.233 0.40
H 1.2156 -1.5718 -0.8375 -0.373 -0.067 -0.123 0.48
H -0.0275 0.8842 -0.8708 0.137 -0.072 -0.281 0.24
H -1.3858 -1.4130 0.6526 0.286 -0.479 -0.171 0.25
H 0.0302 -2.7937 -0.9068 -0.066 -0.049 0.712 0.44
O -0.2905 0.9932 2.0658 0.192 0.056 -0.159 -0.60
H 0.3288 -0.8764 0.9468 -0.847 -0.289 0.378 0.25
H -1.2925 3.2238 1.5718 -0.252 -0.055 0.145 0.42
H -0.1985 -1.4615 -1.7595 0.305 -0.025 -0.082 0.42
C -0.4911 -0.9748 0.2188 1.472 0.475 0.622 -0.23
H 3.5116 -0.8117 -0.9874 0.132 0.192 0.174 0.52
H 2.6273 -0.1664 0.1716 0.512 -0.246 -0.396 0.51
H -1.7757 0.5475 -0.6472 0.099 -0.169 -0.594 0.23
```
Positions in Å, forces in eV/Å.

---

Molecular formula: C3H11N2O2
Method: DFT, ωB97M-V/def2-TZVPD

Gap between HOMO and LUMO (eV): 11.07
Net charge: +1
E_LUMO (Eh): -0.118

XYZ file:
```
18
Properties=species:S:1:pos:R:3:forces:R:3:nbo_charge:R:1
C 0.0778 0.7162 0.8658 0.297 0.121 0.247 -0.32
N 0.6770 -0.5943 0.4688 0.280 0.102 -0.144 -0.51
H -3.2855 1.0430 0.6286 0.318 -0.531 0.248 0.43
H 0.1149 -1.0186 -0.2915 -0.040 0.135 0.038 0.48
H -0.2905 -0.1059 -2.5205 -0.072 -0.170 0.202 0.49
H 0.6701 -1.2284 1.2673 -0.218 0.011 0.156 0.45
H -2.0129 1.5954 -0.3265 0.015 -0.155 0.188 0.39
H 2.7860 -0.0708 0.6291 -0.269 -0.511 0.502 0.25
O -0.3791 -0.9477 -2.0465 0.092 0.277 -0.623 -0.97
H 0.3187 1.4794 0.1353 -0.406 -0.232 -0.716 0.22
H -0.4666 -1.5838 -2.7724 -0.051 -0.120 0.339 0.51
O -1.5877 -0.2792 2.1735 -0.091 -0.062 0.115 -0.56
H 2.0425 0.2944 -0.8520 -0.469 0.406 -0.081 0.22
C -1.3835 0.4451 1.2290 0.134 -0.170 0.116 0.64
N -2.3055 0.9354 0.3825 -0.325 1.071 -0.554 -0.79
C 2.0402 -0.4500 -0.0649 0.866 0.815 -1.133 -0.44
H 2.3572 -1.3109 -0.6304 0.083 -0.742 0.546 0.25
H 0.6269 1.0807 1.7247 -0.144 -0.245 0.552 0.25
```
Positions in Å, forces in eV/Å.

---

Molecular formula: C3H11N2OS
Method: DFT, ωB97M-V/def2-TZVPD

2S+1: 2
Gap between HOMO and LUMO (alpha / beta) (eV): 9.57 / 6.44
E_LUMO (alpha / beta) (Eh): 0.027 / -0.088

XYZ file:
```
18
Properties=species:S:1:pos:R:3:forces:R:3:nbo_charge:R:1
H 1.0665 -2.3666 -2.7510 -0.159 0.078 0.061 0.12
H -2.2241 1.7413 -0.5924 -0.010 0.108 -0.017 0.35
N 0.8869 -0.3328 3.1658 0.044 0.091 -0.649 -0.84
H 1.7269 -0.8264 3.4485 -0.041 0.072 0.132 0.36
H 1.0687 1.6798 2.5145 -0.010 0.089 -0.143 0.22
C -0.1086 -0.4299 -1.9450 -0.087 -0.098 -0.034 -0.51
H 0.1839 0.0845 -2.8580 -0.084 0.165 0.102 0.22
H 0.6114 -0.2476 -1.1521 0.214 0.021 -0.171 0.21
H 0.3190 -1.0258 2.6836 -0.167 -0.009 0.276 0.37
O 0.4931 0.5296 1.0023 0.743 0.120 0.373 -0.33
C -1.4636 0.0288 -1.4114 0.669 0.227 0.370 -0.23
H -1.6796 -0.6420 -0.5670 -0.304 0.032 -0.120 0.17
H -0.6603 1.4480 -0.1966 -0.508 0.176 -0.570 0.37
H 2.3114 0.5687 1.9632 -0.046 0.388 -0.647 0.21
H -2.2329 -0.0881 -2.1745 -0.067 0.156 0.064 0.19
C 1.2200 0.6567 2.1199 -0.276 -0.896 1.032 0.01
S -0.1842 -2.2187 -2.2778 0.072 -0.107 -0.029 -0.07
N -1.3346 1.4405 -0.9720 0.017 -0.613 -0.030 -0.84
```
Positions in Å, forces in eV/Å.

---

Molecular formula: C3H11N2PS
Method: DFT, ωB97M-V/def2-TZVPD

Gap between HOMO and LUMO (eV): 6.22
E_LUMO (Eh): -0.026

XYZ file:
```
18
Properties=species:S:1:pos:R:3:forces:R:3:nbo_charge:R:1
P -1.3106 0.1516 0.7076 0.893 1.729 -1.610 1.35
N -0.9741 -1.3865 0.8836 0.054 -2.972 1.278 -1.00
C 3.4562 0.3876 -0.1355 -1.813 1.347 2.006 -0.69
N -1.5315 0.3798 -0.9141 1.541 -1.178 0.241 -0.93
H -1.4962 2.4087 -1.5589 0.736 0.513 -0.411 0.22
H -1.1050 -2.7371 2.5256 -0.058 -0.027 -0.199 0.21
H -2.6598 -2.3712 1.7271 -0.494 -0.303 -0.139 0.20
H -1.8733 -1.1655 2.8094 0.003 -1.041 -0.944 0.21
H 3.7932 -0.2935 -0.8308 0.629 -1.531 -1.595 0.19
H 3.6617 -0.0065 0.8692 -0.034 0.173 -0.253 0.20
C -1.7084 -1.9784 2.0251 0.698 1.325 1.498 -0.42
H -0.8934 -0.0639 -1.5858 -0.142 -0.049 0.459 0.43
H -0.3406 -2.0824 0.4849 -0.152 1.129 -0.499 0.44
C -2.1218 1.5684 -1.3857 -4.060 0.556 0.210 -0.42
H -2.8482 1.3426 -2.2269 1.353 0.278 0.372 0.21
S 1.5884 0.6237 -0.3656 0.005 -0.157 -0.070 -0.60
H 3.9833 1.3307 -0.2677 -0.156 0.057 0.059 0.20
H -2.9077 1.8559 -0.6249 0.997 0.150 -0.404 0.20
```
Positions in Å, forces in eV/Å.

---

Molecular formula: C3H11N2S
Method: DFT, ωB97M-V/def2-TZVPD

2S+1: 2
Gap between HOMO and LUMO (alpha / beta) (eV): 4.05 / 9.72
E_LUMO (alpha / beta) (Eh): 0.027 / 0.018

XYZ file:
```
17
Properties=species:S:1:pos:R:3:forces:R:3:nbo_charge:R:1
N 2.3447 1.5548 -0.1527 0.372 0.076 0.187 -0.85
H -0.9857 0.1039 -1.6094 0.027 0.201 -0.288 0.28
C 1.1408 1.2900 0.6208 -0.208 0.291 -0.628 -0.25
H -1.5113 0.6298 0.7697 -0.250 0.171 0.110 0.22
H 0.1679 1.4297 -1.5944 -0.546 -0.027 -0.088 0.36
S -1.7185 -1.6924 0.2164 -0.060 -0.207 0.372 -0.07
C -0.8534 -0.2260 0.8504 0.400 0.307 -0.325 -0.56
H 3.1509 1.0314 0.1667 -0.135 -0.173 0.010 0.36
H -1.8840 -2.2502 1.4446 0.024 0.038 -0.151 0.10
H 0.4912 2.1559 0.5029 -0.157 0.081 -0.070 0.20
N 0.0030 0.4142 -1.4117 1.116 -0.065 0.757 -1.05
H -0.5712 -0.3250 1.9034 -0.062 -0.276 -0.101 0.22
H 2.6194 2.5282 -0.1295 -0.163 0.036 0.030 0.37
H 1.0340 -0.7919 -0.0182 0.170 -0.075 0.069 0.22
H 0.6598 -0.0571 -2.0719 -0.215 -0.219 -0.185 0.36
C 0.4051 0.0879 0.0378 -0.719 0.212 0.073 -0.11
H 1.2361 1.1953 1.7003 0.407 -0.372 0.229 0.19
```
Positions in Å, forces in eV/Å.

---

For each record above, in turn, the calculated energy relative to the best compared isomer or geometry (same formula, charge and spin) values are 44.1; 13.1; 55.4; 19.8; 26.8; 23.0; 70.4; 38.8 kcal per mole.
For each record above, in turn, the calculated maximum force values are 1.65; 1.61; 1.05; 1.67; 1.64; 1.39; 4.10; 1.35 eV Å⁻¹.